[1]
C5H7N | ωB97M-V/def2-TZVPD

Computed properties:
- electronic energy (eV) = -6787.4753
- orbital gap (eV) = 11.0
- energy relative to the best compared isomer or geometry (same formula, charge and spin) (eV) = 1.037

Each line ends with the natural charge from an NBO analysis.
Element x y z (Å)
C  -0.669367  -2.203358  0.206896  -0.386
C  0.066110  -1.232482  -0.360526  -0.189
C  0.496214  0.049247  0.355869  -0.415
C  0.002631  1.287550  -0.481627  -0.503
C  0.128823  2.523946  0.320337  0.284
N  0.251706  3.533523  0.882681  -0.324
H  -1.000571  -3.067553  -0.350577  0.203
H  -0.995725  -2.152893  1.261859  0.195
H  0.359655  -1.362889  -1.409681  0.199
H  1.622311  0.093788  0.358171  0.219
H  0.118759  0.085609  1.362879  0.221
H  0.644243  1.328925  -1.387248  0.248
H  -1.024789  1.116585  -0.759033  0.249

Cartesian forces, eV/Å:
0.3 0.9 0.3
-0.5 -0.4 0.7
0.9 -0.3 -1.7
1.1 -0.6 0.8
0.2 1.3 0.0
-0.2 -1.6 -0.7
0.1 -0.1 -0.1
0.2 0.1 -0.7
0.0 0.2 0.3
-1.0 0.0 0.3
-0.1 0.0 0.4
-0.6 0.3 0.5
-0.4 0.2 -0.2



[2]
C5H7N | ωB97M-V/def2-TZVPD

Computed properties:
- electronic energy (eV) = -6782.2979
- orbital gap (eV) = 10.0
- energy relative to the best compared isomer or geometry (same formula, charge and spin) (eV) = 6.215

Each line ends with the natural charge from an NBO analysis.
Element x y z (Å)
C  0.901115  0.534945  0.663198  -0.416
C  -0.424032  0.904863  0.190345  -0.127
C  0.594304  -0.572293  -0.476842  -0.102
C  -0.493757  -1.507755  0.186750  -0.201
C  -1.032001  -0.416564  0.765374  -0.219
H  0.761250  -0.046734  1.705689  0.229
H  1.739706  1.184926  0.317400  0.217
H  -0.907419  1.991748  0.297025  0.210
H  0.686217  1.037499  -1.814961  0.347
H  1.180028  -0.991260  -1.453541  0.213
H  -0.733733  -2.549484  -0.045908  0.248
H  -2.137210  -0.074515  0.938136  0.229
N  -0.134468  0.504622  -1.272664  -0.628

Cartesian forces, eV/Å:
2.7 -2.6 0.7
-1.2 2.4 -1.2
2.1 -2.1 -4.4
1.2 3.7 -0.6
-7.0 1.4 -1.7
1.8 2.1 -1.8
-0.3 -0.4 1.0
0.7 -2.6 0.4
-2.3 -0.8 2.1
0.1 0.0 3.3
0.1 0.7 0.6
1.7 -2.0 0.9
0.5 0.2 0.6



[3]
C5H7N | ωB97M-V/def2-TZVPD

Computed properties:
- electronic energy (eV) = -6787.8796
- orbital gap (eV) = 9.1
- energy relative to the best compared isomer or geometry (same formula, charge and spin) (eV) = 0.633

Each line ends with the natural charge from an NBO analysis.
Element x y z (Å)
C  -1.641513  0.879011  0.531017  -0.627
C  -0.374924  0.102505  0.283248  -0.090
C  -0.265087  -1.014133  -0.598642  -0.311
C  1.063054  -1.129733  -0.944644  -0.069
N  1.770830  -0.234637  -0.184676  -0.511
C  0.906221  0.507482  0.589985  -0.095
H  -2.267466  0.442164  1.313202  0.211
H  -1.428606  1.931464  0.769692  0.217
H  -2.225071  0.911466  -0.402104  0.218
H  -1.057187  -1.742553  -0.777428  0.223
H  1.518444  -1.609073  -1.805370  0.211
H  2.764752  -0.095976  -0.247284  0.410
H  1.236552  1.052012  1.473004  0.212

Cartesian forces, eV/Å:
-0.1 -0.1 0.2
0.0 0.1 0.0
0.0 0.0 0.0
0.0 0.1 0.0
0.0 0.0 0.0
-0.1 -0.3 0.1
-0.1 0.1 0.0
0.0 -0.4 0.2
0.1 -0.1 0.3
0.2 0.6 -0.6
0.0 -0.3 0.6
-0.1 0.0 0.1
0.0 0.4 -0.7



[4]
C5H7N | ωB97M-V/def2-TZVPD

Computed properties:
- electronic energy (eV) = -6780.2984
- orbital gap (eV) = 8.8
- energy relative to the best compared isomer or geometry (same formula, charge and spin) (eV) = 8.214

Each line ends with the natural charge from an NBO analysis.
Element x y z (Å)
C  0.760342  -1.625368  1.523868  -0.665
C  0.273900  -0.648169  0.522633  -0.155
C  0.477254  -0.195974  -0.657332  0.012
C  -0.455759  0.433984  -1.512017  -0.176
C  -0.811944  1.397581  -0.416841  -0.122
N  -0.747098  1.869872  -1.775395  -0.563
H  1.578061  -2.238608  1.133316  0.225
H  -0.057609  -2.290384  1.820527  0.236
H  1.106303  -1.115761  2.429253  0.231
H  -1.216009  -0.208904  -1.943213  0.225
H  -0.025661  1.856160  0.181884  0.188
H  -0.960952  0.314400  0.611056  0.213
H  0.079172  2.451170  -1.917738  0.351

Cartesian forces, eV/Å:
0.0 0.0 0.0
0.2 0.0 -0.2
-0.1 -0.1 0.4
-0.1 -0.4 0.0
0.0 0.3 0.0
0.1 0.2 -0.1
-0.1 0.1 0.1
0.1 0.1 0.0
-0.1 -0.1 -0.1
0.1 0.1 0.1
-0.1 -0.1 -0.1
0.1 -0.1 0.0
-0.1 0.0 0.0



[5]
C5H7N | ωB97M-V/def2-TZVPD

Computed properties:
- electronic energy (eV) = -6782.1925
- orbital gap (eV) = 9.6
- energy relative to the best compared isomer or geometry (same formula, charge and spin) (eV) = 6.320

Each line ends with the natural charge from an NBO analysis.
Element x y z (Å)
C  -0.198896  -0.584764  -1.945564  -0.637
C  0.206229  0.271552  -0.572409  0.249
C  -0.335585  -0.829096  -0.025192  -0.212
C  -0.130403  -0.156103  3.145485  -0.259
C  0.391686  0.710772  2.492914  -0.230
N  0.880509  1.337960  -0.541091  -0.717
H  -0.671324  0.200635  -2.543131  0.230
H  0.755721  -0.906651  -2.359856  0.242
H  -0.865960  -1.450180  -1.934006  0.276
H  -1.411768  -0.807853  0.159616  0.205
H  -0.578972  -0.925002  3.735303  0.235
H  0.846298  1.442281  1.851615  0.262
H  1.112464  1.696450  -1.463683  0.356

Cartesian forces, eV/Å:
0.0 -0.1 -0.4
0.1 0.1 0.3
0.1 0.3 -0.1
0.2 0.4 -0.3
-0.3 -0.4 0.3
-0.2 -0.3 -0.1
0.0 -0.1 0.1
-0.1 0.1 0.1
0.1 0.1 0.0
0.1 0.0 0.0
0.1 0.1 -0.1
-0.1 -0.1 0.1
0.0 -0.1 0.1



[6]
C5H7N | ωB97M-V/def2-TZVPD

Computed properties:
- electronic energy (eV) = -6785.4187
- orbital gap (eV) = 8.4
- energy relative to the best compared isomer or geometry (same formula, charge and spin) (eV) = 3.094

Each line ends with the natural charge from an NBO analysis.
Element x y z (Å)
C  -1.873900  -2.200820  0.493867  -0.467
C  -2.096311  -0.983199  0.094630  -0.023
N  -1.198652  0.033347  0.125810  -0.418
C  -0.175898  0.584056  -0.020261  0.496
C  0.819964  1.435096  -0.284640  -0.490
C  2.370563  1.266419  -0.233019  -0.610
H  -2.660164  -2.962793  0.551837  0.220
H  -0.882059  -2.392276  1.018792  0.205
H  -2.960121  -0.610863  -0.470101  0.212
H  0.464054  2.414216  -0.692215  0.237
H  2.935791  1.503922  -1.175252  0.218
H  2.399767  0.167748  -0.017376  0.209
H  2.856968  1.745147  0.607928  0.210

Cartesian forces, eV/Å:
1.3 -2.0 2.1
-1.1 2.1 -2.1
-0.8 -1.4 1.4
2.7 2.3 -1.1
0.6 1.4 -0.7
-1.5 -2.0 0.1
0.5 0.4 -0.3
-1.5 0.0 -0.8
-0.3 -0.7 0.6
0.0 -1.0 0.4
-0.9 -0.2 0.8
0.9 0.7 -0.4
-0.1 0.4 0.1



[7]
C5H7N | ωB97M-V/def2-TZVPD

Computed properties:
- electronic energy (eV) = -6782.8389
- orbital gap (eV) = 9.3
- energy relative to the best compared isomer or geometry (same formula, charge and spin) (eV) = 5.674

Each line ends with the natural charge from an NBO analysis.
Element x y z (Å)
C  0.225961  1.529293  -0.121774  -0.431
C  0.054461  0.392958  0.861284  -0.045
C  -0.909963  -0.416061  -0.225366  -0.293
C  -0.031309  -1.614749  0.045989  -0.251
N  1.022427  -0.537258  0.169410  -0.376
C  0.263442  0.254848  -0.932716  -0.062
H  -0.639688  2.181128  -0.306893  0.207
H  1.161474  2.078094  -0.044047  0.210
H  -0.047462  0.467255  1.959227  0.196
H  -1.639566  0.038242  0.408503  0.260
H  0.219427  -2.285437  -0.787231  0.189
H  -0.267464  -2.197846  0.938583  0.189
H  0.588260  0.109534  -1.964969  0.206

Cartesian forces, eV/Å:
0.3 0.2 0.1
0.4 -0.1 0.2
0.9 0.8 2.0
0.2 -0.4 0.2
0.8 -0.2 -0.3
0.3 0.3 -0.5
0.2 -0.2 0.1
0.0 0.2 0.0
0.0 -0.3 -0.4
-2.8 -0.4 -1.5
-0.4 0.1 0.1
0.4 0.0 0.1
-0.3 0.0 0.0



[8]
C5H7N | ωB97M-V/def2-TZVPD

Computed properties:
- electronic energy (eV) = -6785.4118
- orbital gap (eV) = 10.9
- energy relative to the best compared isomer or geometry (same formula, charge and spin) (eV) = 3.101

Each line ends with the natural charge from an NBO analysis.
Element x y z (Å)
C  0.369925  0.988113  -2.184145  -0.237
C  0.059404  0.287924  -1.264364  -0.021
C  -0.321347  -0.549729  -0.140726  -0.166
C  0.879828  -1.342325  0.577554  -0.570
N  -0.800321  0.060275  1.010457  -0.381
C  -1.026691  1.270685  1.031246  -0.053
H  0.651639  1.605715  -3.003846  0.239
H  -1.037864  -1.302665  -0.462404  0.230
H  1.368310  -1.972204  -0.163252  0.201
H  0.474524  -1.987584  1.355340  0.222
H  1.616493  -0.682511  1.032091  0.212
H  -1.539367  1.629802  1.906889  0.166
H  -0.694533  1.994503  0.305160  0.157

Cartesian forces, eV/Å:
0.1 0.1 -0.2
0.3 0.0 -0.2
2.8 -2.2 0.9
-0.2 -0.5 -1.8
-2.4 -0.4 0.6
-0.3 1.9 1.1
0.0 0.0 0.0
-0.1 0.0 -0.1
0.3 -0.1 0.0
-0.2 0.2 -0.1
-0.2 0.3 -0.2
0.0 0.5 0.4
-0.1 0.2 -0.7